{"formula": "C15H14IrN3OS", "method": "ωB97M-V/def2-TZVPD", "spin_multiplicity": 2, "relative_energy_ev": 0.000, "s_squared": 0.760, "total_charge": 1, "homo_ev": [-11.56, -11.49], "lumo_ev": [-4.1321, -5.6320], "homo_lumo_gap_ev": [7.4, 5.9], "total_energy_ev": -35967.6125, "symbols": ["Ir", "N", "C", "S", "N", "N", "C", "C", "C", "C", "C", "C", "C", "O", "H", "H", "H", "H", "H", "H", "H", "C", "C", "C", "C", "C", "C", "C", "H", "H", "H", "H", "H", "H", "H"], "coordinates": [[1.11, -0.15, -0.32], [4.69, -1.38, 1.68], [3.44, -1.13, 1.26], [3.27, -0.62, -0.44], [2.45, -1.25, 2.06], [1.21, -0.96, 1.49], [0.19, -1.26, 2.22], [-1.19, -1.14, 1.87], [-2.14, -1.46, 2.86], [-3.48, -1.39, 2.60], [-3.91, -1.00, 1.33], [-3.01, -0.70, 0.34], [-1.63, -0.76, 0.59], [-0.82, -0.44, -0.42], [5.47, -1.34, 1.04], [4.85, -1.70, 2.62], [0.44, -1.66, 3.20], [-1.78, -1.77, 3.84], [-4.20, -1.63, 3.37], [-4.97, -0.95, 1.11], [-3.33, -0.41, -0.66], [1.12, 1.89, -0.09], [0.58, 1.87, -1.46], [1.39, 1.27, -2.45], [0.84, 0.95, -3.71], [-0.48, 1.24, -3.97], [-1.28, 1.86, -2.99], [-0.77, 2.15, -1.75], [0.46, 2.24, 0.69], [2.14, 2.24, 0.02], [2.47, 1.22, -2.32], [1.47, 0.51, -4.47], [-0.90, 1.00, -4.93], [-2.31, 2.09, -3.21], [-1.39, 2.58, -0.98]]}